Record 1
DFT (ωB97M-V/def2-TZVPD) results for a molecular structure, C42H52CaN5PSSiTe.

As for the net charge: -2. The total energy comes out at -105584.971 eV. For the molar mass, the calculation gives 885.7 g mol⁻¹. The calculation puts the largest force on an atom at 0.78 eV Å⁻¹. For the LUMO energy, the calculation gives 0.158 Ha. Its multiplicity is 1.

XYZ file:
```
104
Properties=species:S:1:pos:R:3:forces:R:3:lowdin_charge:R:1
Ca 0.73817 -0.52222 0.41725 -0.683 -0.102 -0.362 0.64
C 4.88232 -1.15439 -1.79599 0.058 0.026 -0.046 -0.05
C 3.57936 -1.50476 -1.12439 -0.158 0.025 0.057 -0.33
N 2.75568 -0.50175 -0.67592 0.568 0.148 -0.132 -0.13
N 3.36385 0.75022 -0.70840 -0.093 -0.150 -0.068 -0.05
C 2.76307 1.90853 -0.56399 -0.240 0.073 0.014 -0.84
N 3.64346 2.99700 -0.51180 0.041 0.009 -0.031 0.06
S 1.09159 2.14975 -0.47708 0.367 0.092 0.009 0.63
C 3.23019 -2.81622 -0.96746 -0.047 -0.185 0.013 -0.32
C 4.07460 -3.94147 -1.35920 -0.091 0.107 0.047 -0.08
C 3.52948 -5.14636 -1.60127 -0.030 -0.049 0.011 -0.13
C 2.10385 -5.32332 -1.41586 0.024 0.036 0.040 -0.12
C 1.42720 -4.36684 -0.75028 0.067 0.092 0.023 -0.32
N 1.96690 -3.14719 -0.35905 -0.020 -0.009 -0.107 -0.41
H 4.72284 -0.37946 -2.55203 -0.002 -0.001 0.014 0.08
H 5.30258 -2.01413 -2.30657 -0.002 -0.005 0.007 0.06
H 5.64281 -0.79016 -1.09125 -0.020 -0.003 -0.007 0.08
H 4.36444 0.78883 -0.81179 0.165 -0.014 0.049 0.12
H 4.36310 2.86801 0.18816 0.104 -0.012 0.092 0.07
H 3.11971 3.82122 -0.26542 -0.062 0.137 0.011 0.05
H 5.15106 -3.82779 -1.41271 -0.003 0.020 -0.020 0.09
H 4.15444 -5.99151 -1.86987 -0.017 0.000 0.000 0.08
H 1.60221 -6.23944 -1.69831 0.007 0.000 -0.007 0.08
H 0.40084 -4.52053 -0.43480 0.002 0.012 -0.029 0.07
C -4.45794 -2.73452 1.13193 -0.074 -0.018 0.025 -0.13
C -2.96125 -2.54101 1.36525 -0.066 0.006 -0.010 -0.54
C -2.18071 -3.63849 0.63928 -0.060 -0.002 -0.107 -0.16
P -2.21410 -0.90178 0.89411 0.207 0.102 0.304 1.04
C -2.58363 0.22373 2.32707 -0.104 0.036 0.007 -0.55
C -2.20832 1.65070 1.92769 0.004 0.060 -0.025 -0.12
C -3.96484 0.19804 2.97611 -0.068 0.028 0.019 -0.12
C -3.11703 -0.30777 -0.54423 0.054 -0.005 -0.187 -0.31
C -4.49468 -0.07908 -0.55697 0.005 -0.001 0.035 -0.10
C -5.20592 0.27567 -1.69176 0.059 0.005 -0.033 -0.32
C -6.69256 0.51844 -1.66109 -0.029 0.000 0.014 -0.09
C -4.46434 0.35728 -2.87988 -0.017 0.008 -0.004 -0.08
C -3.10497 0.16369 -2.92067 0.023 0.012 0.050 -0.03
C -2.33116 -0.10652 -1.73839 -0.009 0.055 0.066 -0.34
N -0.99510 -0.16994 -1.71512 -0.127 -0.030 -0.095 -0.02
C -0.29587 0.03820 -2.92273 -0.120 -0.090 0.005 -0.27
C -0.10584 1.30028 -3.50960 0.002 -0.013 -0.031 -0.24
C -0.81195 2.53347 -3.00940 -0.033 -0.002 -0.047 -0.11
C 0.73678 1.42052 -4.61484 0.000 0.044 0.062 -0.03
C 1.38584 0.33332 -5.17909 -0.017 -0.025 0.007 -0.30
C 2.30262 0.49974 -6.36514 0.026 0.011 -0.008 -0.08
C 1.12832 -0.92246 -4.63797 -0.019 0.003 -0.016 -0.03
C 0.28284 -1.08244 -3.54888 0.012 0.024 0.011 -0.20
C -0.04821 -2.44657 -3.02102 -0.003 -0.001 -0.036 -0.04
H -4.74347 -3.75517 1.41178 0.003 0.028 0.009 0.07
H -4.70236 -2.59500 0.07642 0.024 -0.042 0.038 0.07
H -5.07694 -2.04274 1.70768 0.049 -0.049 -0.051 0.05
H -2.74947 -2.61326 2.43901 0.023 -0.052 0.015 0.10
H -2.26993 -3.51710 -0.44730 -0.011 0.010 0.060 0.08
H -2.57264 -4.62854 0.89910 0.022 0.030 -0.007 0.07
H -1.12327 -3.60384 0.90020 0.017 -0.008 0.036 -0.02
H -1.85917 -0.10930 3.07773 0.000 -0.002 0.022 0.08
H -2.86607 2.01398 1.13273 0.003 -0.010 0.005 0.07
H -1.17803 1.72610 1.56740 0.007 -0.043 0.002 0.03
H -2.29404 2.31653 2.79012 -0.018 -0.015 -0.003 0.07
H -4.72106 0.64378 2.32274 0.031 -0.039 0.027 0.06
H -3.94134 0.78220 3.90294 0.003 -0.005 -0.044 0.07
H -4.28420 -0.81384 3.23445 0.036 0.043 0.017 0.05
H -5.04548 -0.20106 0.37177 0.036 0.018 -0.072 0.08
H -7.07862 0.41033 -0.64381 0.025 -0.002 -0.032 0.06
H -7.24417 -0.18714 -2.29321 0.027 0.010 0.002 0.06
H -6.95831 1.52553 -2.00177 0.026 -0.018 0.003 0.06
H -4.98252 0.58520 -3.80998 0.008 -0.007 0.008 0.10
H -2.58666 0.24167 -3.86878 0.012 0.012 0.010 0.10
H -1.42074 2.31547 -2.13557 -0.011 -0.011 0.025 0.06
H -1.46397 2.93371 -3.79379 -0.026 -0.031 0.042 0.08
H -0.09672 3.30730 -2.72792 0.005 -0.007 -0.056 0.04
H 0.89788 2.41250 -5.03466 -0.004 -0.028 0.015 0.11
H 2.82031 1.46179 -6.33231 -0.021 -0.027 0.005 0.07
H 1.75585 0.45589 -7.31328 -0.002 -0.005 0.024 0.07
H 3.06024 -0.28693 -6.38916 -0.020 0.014 0.007 0.07
H 1.59793 -1.80309 -5.07124 -0.020 0.028 0.012 0.11
H 0.41870 -3.22735 -3.62354 0.001 -0.002 0.014 0.07
H -1.13223 -2.59960 -3.00705 0.039 0.003 -0.026 0.08
H 0.29670 -2.55897 -1.99568 0.015 0.012 0.013 0.04
Te 1.78643 -3.00883 1.80599 0.234 -0.249 0.198 0.48
C -1.61118 1.17487 6.20614 0.036 -0.009 -0.011 -0.14
C -1.00081 -0.03297 5.87770 0.056 0.011 -0.021 -0.12
C 0.06397 -0.05838 4.98825 -0.028 0.022 0.031 -0.15
C 0.56968 1.10757 4.38642 -0.021 -0.032 0.038 -0.36
C -0.05791 2.30629 4.74475 -0.006 -0.011 0.056 -0.13
C -1.12659 2.34432 5.63728 0.039 -0.022 -0.041 -0.13
Si 1.88890 0.86778 2.99958 -0.162 0.105 0.008 0.59
C 2.83230 2.54904 2.92061 0.130 -0.066 -0.023 -0.36
C 4.22695 2.56307 3.09388 -0.021 0.062 0.017 -0.14
C 4.99099 3.70932 2.89863 -0.053 -0.033 -0.010 -0.13
C 4.37904 4.90388 2.53144 0.005 -0.044 0.014 -0.14
C 3.00149 4.92219 2.35078 -0.029 -0.069 -0.001 -0.13
C 2.25181 3.76269 2.52446 -0.016 0.035 -0.023 -0.16
H -2.44997 1.20083 6.89253 -0.003 -0.001 -0.004 0.08
H -1.36380 -0.96119 6.30787 0.002 0.021 0.001 0.09
H 0.51169 -1.01628 4.73183 -0.020 0.026 -0.005 0.09
H 0.29011 3.24273 4.31985 0.002 -0.034 0.003 0.08
H -1.58807 3.29624 5.88177 0.006 -0.007 -0.002 0.09
H 2.92607 0.10329 3.78804 -0.006 -0.004 0.062 -0.06
H 4.72134 1.64275 3.39411 -0.025 0.051 -0.016 0.08
H 6.06604 3.67160 3.04262 0.002 0.008 -0.001 0.09
H 4.96623 5.80339 2.38453 0.003 -0.005 -0.001 0.08
H 2.50745 5.83885 2.04650 -0.004 0.011 0.004 0.09
H 1.18990 3.79939 2.30275 0.023 -0.025 0.024 0.08
```
Positions in Å, forces in eV/Å.

=====

Record 2
DFT (ωB97M-V/def2-TZVPD) results for a molecular structure, C42H52CaN5PSSiTe.

As for the net charge: -2. The total energy comes out at -105584.536 eV. For the molar mass, the calculation gives 885.7 g mol⁻¹. The calculation puts the largest force on an atom at 0.38 eV Å⁻¹. For the LUMO energy, the calculation gives 0.146 Ha. Its multiplicity is 1.

XYZ file:
```
104
Properties=species:S:1:pos:R:3:forces:R:3:lowdin_charge:R:1
Ca -0.23790 0.01513 0.79444 0.336 0.167 -0.023 0.90
C -1.34627 0.81843 5.26229 -0.099 -0.028 0.061 -0.09
C -1.20407 0.85200 3.76238 0.041 0.169 -0.095 -0.34
N -0.04501 0.39528 3.08063 -0.197 -0.022 0.248 -0.16
N 0.99951 0.06600 3.84807 -0.115 0.123 -0.166 -0.09
C 1.98904 -0.69797 3.46296 -0.039 -0.070 -0.104 -0.90
N 3.07694 -0.72897 4.38409 -0.037 0.064 0.160 0.01
S 1.98352 -1.57369 2.00287 0.064 -0.019 -0.092 0.53
C -2.23859 1.29231 2.98447 0.017 -0.037 0.207 -0.31
C -3.49244 1.76532 3.54813 -0.095 0.058 0.028 -0.08
C -4.46963 2.26647 2.75050 0.061 -0.026 0.071 -0.15
C -4.28368 2.33031 1.34171 0.056 -0.019 -0.046 -0.15
C -3.10536 1.80428 0.85701 0.008 0.021 -0.142 -0.23
N -2.11604 1.27780 1.58008 -0.070 -0.034 -0.006 -0.08
H -0.53630 0.29638 5.77434 0.084 -0.063 -0.068 0.05
H -2.25863 0.28844 5.56933 0.019 0.048 -0.047 0.06
H -1.40371 1.81963 5.71182 0.015 -0.014 -0.006 0.07
H 1.09592 0.46396 4.77257 -0.004 0.087 0.241 0.13
H 3.71804 0.02940 4.18601 0.114 0.098 -0.022 0.05
H 3.58663 -1.58147 4.20758 0.107 -0.165 -0.009 0.04
H -3.63681 1.72841 4.62188 -0.017 0.009 -0.056 0.07
H -5.39617 2.61782 3.19689 0.003 -0.006 -0.003 0.08
H -5.03926 2.71179 0.66877 0.018 0.001 0.016 0.06
H -2.93159 1.80014 -0.22063 -0.046 0.003 0.052 0.08
C 1.63212 5.40334 0.68739 0.014 -0.002 -0.041 -0.15
C 1.23422 4.06885 1.31940 0.044 -0.004 -0.032 -0.56
C -0.23700 4.09049 1.74358 -0.036 -0.033 0.026 -0.15
P 1.63516 2.45003 0.47475 0.006 0.014 0.021 1.05
C 3.43643 2.21476 0.95893 -0.006 0.052 -0.050 -0.54
C 4.37300 3.42216 0.94225 -0.014 0.024 -0.033 -0.12
C 4.04383 1.06398 0.16328 -0.016 0.019 -0.004 -0.13
C 1.69590 2.60027 -1.37656 0.106 -0.200 0.110 -0.82
C 2.67093 3.51152 -1.97909 0.101 0.110 -0.053 -0.22
C 3.36565 3.26174 -3.11192 -0.059 -0.053 -0.004 -0.32
C 4.27273 4.27936 -3.74371 0.025 0.047 0.005 -0.07
C 3.08367 2.03734 -3.80151 -0.055 -0.074 0.078 -0.05
C 2.20568 1.12183 -3.33757 0.044 0.015 0.011 -0.03
C 1.57893 1.25503 -2.02897 -0.120 -0.209 0.080 -0.43
N 0.95453 0.27132 -1.44230 0.020 0.203 -0.210 0.01
C 0.69593 -0.93854 -2.15481 -0.046 0.072 0.034 -0.23
C -0.58762 -1.13186 -2.68819 0.106 -0.138 -0.087 -0.20
C -1.66175 -0.09636 -2.54497 -0.112 0.008 0.065 -0.05
C -0.87112 -2.33242 -3.33377 -0.002 0.047 -0.032 -0.03
C 0.05985 -3.35499 -3.43783 -0.007 0.023 -0.060 -0.30
C -0.27981 -4.64798 -4.13236 -0.024 -0.019 0.012 -0.07
C 1.30684 -3.15601 -2.86552 0.050 0.005 0.041 -0.02
C 1.64239 -1.96993 -2.22084 0.004 -0.022 -0.007 -0.20
C 2.99054 -1.83317 -1.57191 -0.023 -0.009 0.051 -0.04
H 1.33822 6.21896 1.35729 0.008 -0.019 0.010 0.07
H 1.10889 5.54770 -0.25822 -0.017 0.002 -0.009 0.01
H 2.70564 5.48910 0.51241 -0.037 0.008 -0.031 0.04
H 1.82686 3.94407 2.23520 0.031 -0.040 0.063 0.09
H -0.88888 4.19499 0.87481 0.018 -0.002 0.040 0.03
H -0.41012 4.94156 2.41273 -0.003 -0.021 -0.017 0.07
H -0.52333 3.17245 2.26244 0.035 0.071 -0.017 0.04
H 3.34216 1.87292 1.99731 -0.032 0.007 0.045 0.09
H 4.51309 3.79728 -0.07528 -0.007 -0.014 0.050 0.06
H 5.35921 3.12827 1.31913 -0.009 -0.016 -0.001 0.07
H 4.01171 4.24146 1.56409 0.016 -0.025 0.014 0.05
H 4.14552 1.32461 -0.89510 -0.021 0.016 0.002 0.07
H 3.43013 0.17121 0.25473 0.002 -0.026 -0.015 0.00
H 5.04366 0.82700 0.54325 -0.016 0.006 -0.003 0.08
H 2.79058 4.46590 -1.48170 0.033 -0.010 0.004 0.08
H 4.62900 5.00082 -3.00616 -0.022 0.003 -0.003 0.07
H 3.75729 4.84068 -4.53138 0.009 -0.027 0.009 0.08
H 5.14790 3.80612 -4.19806 -0.007 0.003 0.016 0.07
H 3.58201 1.85356 -4.74962 -0.021 -0.004 -0.015 0.11
H 2.00728 0.21657 -3.89487 0.016 -0.029 -0.014 0.11
H -1.30889 0.90956 -2.76864 0.004 0.016 0.013 0.00
H -2.06183 -0.09259 -1.52160 0.073 0.006 -0.016 0.05
H -2.50928 -0.33824 -3.18740 0.010 0.013 -0.041 0.08
H -1.86576 -2.46954 -3.74953 0.009 -0.007 0.023 0.11
H -1.36154 -4.79089 -4.17803 0.022 -0.004 0.001 0.07
H 0.14879 -5.50146 -3.60278 0.004 0.033 -0.015 0.06
H 0.10064 -4.66817 -5.15816 0.002 0.017 0.013 0.07
H 2.04398 -3.95463 -2.89476 -0.034 0.018 -0.002 0.11
H 3.60573 -2.70697 -1.79261 -0.004 0.001 -0.007 0.07
H 2.88955 -1.75777 -0.48453 0.018 0.007 -0.112 0.00
H 3.52058 -0.94300 -1.91324 -0.006 0.042 -0.020 0.07
Te -0.17581 3.60019 -2.10505 -0.118 0.051 -0.023 0.70
C -0.54971 -6.87068 0.40651 0.012 0.006 -0.005 -0.14
C -0.64805 -6.26539 1.65304 0.005 -0.002 0.011 -0.12
C -1.11375 -4.96224 1.76415 -0.028 -0.008 0.069 -0.14
C -1.49300 -4.20293 0.64909 -0.027 0.009 0.024 -0.34
C -1.35783 -4.83205 -0.59456 -0.010 0.005 -0.070 -0.12
C -0.90841 -6.14071 -0.71933 -0.004 -0.041 -0.013 -0.12
Si -1.99402 -2.35842 0.88922 -0.175 -0.265 -0.072 0.63
C -3.74348 -2.17410 0.11302 0.049 -0.018 -0.083 -0.36
C -4.69816 -1.39340 0.77798 0.013 0.078 0.084 -0.13
C -5.92618 -1.08560 0.20939 -0.004 0.002 0.012 -0.11
C -6.25359 -1.56027 -1.05508 0.032 -0.017 -0.004 -0.13
C -5.32395 -2.33001 -1.74269 -0.006 0.017 0.002 -0.13
C -4.09118 -2.61684 -1.16873 0.006 -0.073 -0.061 -0.13
H -0.18861 -7.88958 0.31414 -0.010 0.013 -0.005 0.08
H -0.36142 -6.81090 2.54693 -0.003 -0.001 -0.021 0.09
H -1.18828 -4.51312 2.75060 0.007 -0.013 -0.056 0.08
H -1.58595 -4.28491 -1.50384 0.009 -0.003 0.090 0.06
H -0.83002 -6.58845 -1.70609 -0.001 -0.002 0.047 0.08
H -2.41101 -2.44526 2.34182 0.014 0.010 -0.006 -0.05
H -4.46091 -0.99136 1.76045 -0.007 -0.016 -0.054 0.09
H -6.62256 -0.45691 0.75460 0.012 -0.014 -0.017 0.09
H -7.21017 -1.31880 -1.50419 -0.014 0.000 -0.008 0.08
H -5.55098 -2.69943 -2.73846 -0.012 0.012 0.012 0.08
H -3.38090 -3.19828 -1.75058 -0.038 0.021 0.062 0.07
```
Positions in Å, forces in eV/Å.